Run one
An isolated ion of composition C3H3O3 and charge +1, computed with ωB97M-V/def2-TZVPD.

Calculated values
* frontier orbital gap: 8.52 eV

The geometry in ORCA input format:
```
! RIJCOSX wB97M-V def2-TZVPD def2/J DEFGRID3
* xyz 1 1
C -1.1019 0.3665 -1.8664
C -0.7784 0.6382 -0.6252
C 0.8394 -0.1040 1.3154
O -1.4682 0.2822 -2.9278
O 1.5984 -1.1159 1.3840
O 0.1709 -0.1604 0.1553
H -1.5760 1.2687 -0.1335
H 0.7621 0.6546 1.9762
H 1.5536 -1.8301 0.7220
*
```

***

Run two
C3H3O3 as an isolated structure, computed with ωB97M-V/def2-TZVPD.

Calculated values
* frontier orbital gap: 8.39 eV

The geometry in ORCA input format:
```
! RIJCOSX wB97M-V def2-TZVPD def2/J DEFGRID3
* xyz 1 1
C 0.4240 -2.2185 1.5420
C -0.0303 -0.9958 1.6484
C 0.4558 0.5335 -0.5310
O 0.9499 -3.2276 1.4362
O 0.2508 1.0187 -1.6320
O -0.0949 -0.5028 -0.1856
H -0.4087 -0.2664 2.2434
H 0.9665 1.1827 0.1068
H -0.2863 0.5475 -2.2887
*
```

***

Stability ranking, top and bottom: run one is the most stable and run two is the least stable.